No. 1
137
Properties=species:S:1:pos:R:3 method="wB97M-V/def2-TZVPD" lumo_ev=2.003 total_charge=-1 homo_lumo_gap_ev=6.7
N -5.00 -1.45 -1.99
P -5.53 -1.49 -0.51
O -7.10 -1.96 -0.47
O -4.77 -2.73 0.28
B -5.23 0.16 0.59
O -4.16 -0.19 1.57
C -3.01 -0.15 0.79
C -3.28 0.91 -0.32
O -4.64 1.24 -0.18
H -5.75 -1.71 -2.62
H -7.14 -2.84 -0.06
H -4.85 -2.52 1.22
H -6.31 0.49 1.05
H -2.13 0.07 1.38
H -2.80 -1.08 0.26
H -3.12 0.49 -1.31
H -2.63 1.78 -0.21
C -3.78 4.84 1.24
C -2.54 5.34 1.63
C -1.73 4.59 2.47
C -2.15 3.35 2.92
C -3.39 2.85 2.53
C -4.20 3.60 1.69
H -4.41 5.42 0.58
H -2.21 6.30 1.27
H -0.76 4.98 2.77
H -1.51 2.76 3.56
H -3.71 1.88 2.87
H -5.16 3.20 1.38
C -2.43 9.32 2.21
C -2.29 10.54 1.57
C -1.08 11.22 1.64
C -0.02 10.69 2.36
C -0.16 9.46 3.00
C -1.37 8.78 2.92
H -3.37 8.78 2.15
H -3.11 10.96 1.01
H -0.97 12.18 1.15
H 0.92 11.22 2.41
H 0.66 9.04 3.55
H -1.49 7.83 3.42
C -2.69 -1.60 -4.07
C -1.95 -2.76 -4.20
C -0.84 -2.80 -5.04
C -0.49 -1.67 -5.77
C -1.25 -0.52 -5.66
C -2.33 -0.47 -4.80
H -3.49 -1.56 -3.33
H -2.22 -3.63 -3.62
H -0.24 -3.70 -5.10
H 0.38 -1.70 -6.42
H -0.97 0.36 -6.23
H -2.91 0.44 -4.69
C -0.64 -7.05 -5.82
C 0.20 -8.07 -5.40
C 0.19 -8.48 -4.07
C -0.69 -7.90 -3.17
C -1.55 -6.90 -3.59
C -1.50 -6.46 -4.90
H -0.61 -6.70 -6.84
H 0.89 -8.53 -6.10
H 0.87 -9.26 -3.74
H -0.70 -8.22 -2.14
H -2.24 -6.44 -2.89
H -2.16 -5.66 -5.20
C -1.52 -4.51 -0.83
C -0.62 -5.47 -0.37
C -0.63 -5.85 0.96
C -1.55 -5.28 1.83
C -2.47 -4.35 1.37
C -2.45 -3.96 0.03
H -1.51 -4.22 -1.87
H 0.09 -5.92 -1.06
H 0.08 -6.58 1.32
H -1.57 -5.58 2.87
H -3.21 -3.93 2.04
H -3.18 -3.24 -0.33
C 3.02 -3.50 1.49
C 4.09 -3.47 2.38
C 3.86 -3.52 3.74
C 2.56 -3.61 4.22
C 1.49 -3.65 3.34
C 1.72 -3.59 1.97
H 3.19 -3.46 0.43
H 5.10 -3.40 2.00
H 4.69 -3.49 4.44
H 2.38 -3.66 5.29
H 0.48 -3.73 3.71
H 0.89 -3.62 1.28
C 0.01 14.15 -1.17
C 1.04 13.22 -1.07
C 2.19 13.39 -1.81
C 2.33 14.48 -2.65
C 1.31 15.41 -2.75
C 0.15 15.25 -2.02
H -0.90 14.03 -0.60
H 0.93 12.37 -0.41
H 2.99 12.66 -1.74
H 3.24 14.61 -3.23
H 1.42 16.26 -3.41
H -0.65 15.97 -2.10
C 5.31 -3.19 -1.71
C 6.48 -3.41 -2.42
C 6.44 -3.89 -3.72
C 5.21 -4.14 -4.32
C 4.04 -3.92 -3.62
C 4.08 -3.45 -2.31
H 5.35 -2.81 -0.70
H 7.44 -3.20 -1.95
H 7.35 -4.06 -4.26
H 5.17 -4.52 -5.33
H 3.08 -4.12 -4.08
H 3.16 -3.27 -1.77
C 7.21 -6.31 6.35
C 6.19 -6.23 5.42
C 4.88 -6.47 5.81
C 4.59 -6.78 7.13
C 5.62 -6.86 8.06
C 6.93 -6.63 7.67
H 8.23 -6.12 6.04
H 6.40 -5.98 4.39
H 4.08 -6.40 5.08
H 3.57 -6.96 7.44
H 5.40 -7.10 9.09
H 7.73 -6.69 8.39
C -1.30 -0.63 -0.92
C -0.73 -1.06 0.27
C -0.11 -0.15 1.12
C -0.07 1.20 0.77
C -0.65 1.63 -0.42
C -1.25 0.72 -1.27
H -1.78 -1.34 -1.58
H -0.78 -2.10 0.54
H 0.33 -0.49 2.05
H 0.39 1.91 1.44
H -0.63 2.68 -0.67
H -1.71 1.05 -2.19


No. 2
119
Properties=species:S:1:pos:R:3 method="wB97M-V/def2-TZVPD" lumo_ev=1.426 total_charge=-1 homo_lumo_gap_ev=7.2
C -0.81 -3.72 1.34
C -0.82 -3.77 -0.29
C 0.28 -4.85 -0.72
N 0.66 -4.84 -2.17
S -0.70 -4.67 -3.22
O -1.86 -5.53 -2.72
O -1.18 -3.26 -3.39
N -0.25 -5.28 -4.76
S 0.95 -4.32 -5.51
O 1.23 -4.98 -6.86
O 0.54 -2.90 -5.82
C 2.59 -4.35 -4.61
C 3.78 -3.72 -5.47
O 4.33 -4.46 -6.33
C 4.27 -2.21 -5.34
C 5.66 -1.89 -5.99
C 6.18 -0.43 -5.94
C 5.36 0.70 -5.26
C 4.01 0.32 -4.59
C 3.43 -1.13 -4.61
H -1.41 -2.83 1.71
H -1.34 -4.70 1.67
H 0.28 -3.72 1.69
H -0.61 -2.75 -0.75
H -1.88 -4.10 -0.58
H 1.25 -4.56 -0.14
H 0.02 -5.91 -0.33
H 1.04 -5.79 -2.38
H 2.45 -3.74 -3.63
H 2.79 -5.45 -4.35
H 6.23 -2.75 -6.49
H 7.20 -0.23 -6.43
H 5.77 1.76 -5.24
H 3.37 1.13 -4.07
H 2.43 -1.38 -4.11
O -1.07 -1.10 3.47
C -1.46 -1.86 4.31
O -2.46 -2.77 4.11
C -2.74 -3.44 5.35
C -1.50 -3.26 6.19
C -0.97 -1.92 5.73
H -3.62 -2.96 5.81
H -2.97 -4.49 5.16
H -1.69 -3.32 7.26
H -0.77 -4.05 5.94
H -1.41 -1.10 6.30
H 0.11 -1.88 5.77
O 0.62 -0.04 8.38
C 0.23 -0.81 9.23
O -0.76 -1.72 9.04
C -1.04 -2.38 10.28
C 0.20 -2.21 11.11
C 0.73 -0.87 10.65
H -1.92 -1.91 10.73
H -1.27 -3.43 10.09
H 0.01 -2.26 12.19
H 0.93 -2.99 10.86
H 0.29 -0.04 11.22
H 1.81 -0.82 10.69
O 3.70 -2.65 10.27
C 3.73 -3.05 9.13
O 2.98 -4.09 8.67
C 3.34 -4.37 7.31
C 3.97 -3.10 6.79
C 4.62 -2.53 8.04
H 4.04 -5.21 7.31
H 2.45 -4.65 6.74
H 4.67 -3.26 5.97
H 3.19 -2.42 6.44
H 5.63 -2.91 8.18
H 4.62 -1.44 8.02
O 7.84 3.09 -5.07
C 7.74 3.51 -6.20
O 7.83 2.73 -7.31
C 7.77 3.56 -8.48
C 7.09 4.83 -8.03
C 7.53 4.95 -6.59
H 8.79 3.74 -8.83
H 7.21 3.05 -9.26
H 7.34 5.70 -8.64
H 6.00 4.70 -8.07
H 8.48 5.48 -6.50
H 6.77 5.42 -5.97
O -3.96 3.94 0.67
C -3.60 2.94 1.22
O -3.89 2.64 2.52
C -3.22 1.43 2.89
C -2.94 0.71 1.59
C -2.73 1.86 0.62
H -2.30 1.69 3.43
H -3.86 0.84 3.55
H -2.08 0.04 1.65
H -3.81 0.13 1.29
H -1.70 2.21 0.61
H -3.07 1.60 -0.38
O -7.21 8.19 -3.77
C -6.69 7.45 -2.98
O -5.40 7.56 -2.56
C -5.07 6.45 -1.71
C -6.40 5.94 -1.21
C -7.33 6.23 -2.36
H -4.54 5.71 -2.31
H -4.43 6.79 -0.90
H -6.37 4.88 -0.92
H -6.71 6.51 -0.33
H -7.34 5.42 -3.09
H -8.34 6.46 -2.02
O -5.38 3.27 -3.82
C -5.51 3.70 -4.94
O -5.45 2.93 -6.06
C -5.53 3.78 -7.21
C -6.20 5.04 -6.73
C -5.72 5.14 -5.30
H -4.52 3.96 -7.59
H -6.11 3.28 -7.99
H -5.95 5.92 -7.34
H -7.29 4.92 -6.75
H -4.76 5.67 -5.23
H -6.46 5.60 -4.66


No. 3
68
Properties=species:S:1:pos:R:3 method="wB97M-V/def2-TZVPD" lumo_ev=-2.130 smiles="O=C1C=C(O)C(=O)C=C1O.O=C1C=C(O)C(=O)C=C1O.CC(C)=O.CC(C)=O.CC(C)=O.CC(C)=O" de_lowest_kj_mol=0.0 homo_lumo_gap_ev=6.5
O -3.25 5.78 -0.11
C -3.26 6.12 -1.26
C -4.18 7.10 -1.87
C -4.05 7.53 -3.33
O -4.57 8.76 -3.82
C -3.12 6.63 -4.21
O -3.13 6.90 -5.45
C -2.30 5.70 -3.64
C -2.44 5.39 -2.13
O -1.66 4.51 -1.57
H -4.99 7.60 -1.28
H -4.95 9.25 -3.06
H -1.38 5.27 -4.25
H -2.29 4.14 -0.88
O -1.75 2.35 1.14
C -1.03 1.34 1.21
C -1.54 0.03 1.41
C -0.50 -1.15 1.52
O -0.91 -2.39 2.02
C 0.89 -1.01 1.30
O 1.71 -1.87 1.41
C 1.33 0.35 1.11
C 0.34 1.52 1.01
O 0.90 2.78 0.83
H -2.58 -0.21 1.59
H -1.84 -2.41 1.94
H 2.42 0.62 1.12
H 0.21 3.42 0.80
C 2.09 -4.12 -0.55
C 3.60 -4.10 -0.45
C 4.30 -5.39 -0.18
O 4.18 -3.09 -0.59
H 1.57 -4.46 0.25
H 1.64 -4.99 -1.26
H 1.78 -3.23 -0.63
H 4.22 -5.52 0.88
H 5.40 -5.51 -0.51
H 3.72 -6.27 -0.52
C 5.04 -3.20 2.67
C 6.20 -2.87 3.65
C 6.55 -1.41 3.71
O 6.59 -3.68 4.44
H 5.38 -3.31 1.67
H 4.21 -2.48 2.84
H 4.48 -4.12 3.07
H 6.67 -1.06 2.75
H 7.48 -1.20 4.14
H 6.03 -0.80 4.25
C 0.64 0.72 -3.94
C 0.72 -0.01 -2.60
C 2.05 -0.47 -2.20
O -0.25 0.05 -1.88
H 1.59 0.54 -4.51
H 0.17 1.67 -3.80
H -0.13 0.20 -4.56
H 1.91 -0.87 -1.19
H 2.54 0.38 -2.20
H 2.48 -1.33 -2.96
C -5.59 -1.53 0.95
C -4.95 -2.45 1.85
C -5.84 -3.33 2.72
O -3.78 -2.47 2.03
H -5.85 -0.90 1.73
H -6.34 -1.90 0.24
H -4.71 -1.15 0.47
H -6.47 -2.56 3.17
H -5.20 -3.76 3.41
H -6.22 -4.09 2.11


No. 4
72
Properties=species:S:1:pos:R:3 method="wB97M-V/def2-TZVPD" lumo_ev=0.470 smiles="COC(=O)OC.COC(=O)OC.COC(=O)OC.COC(=O)OC.COC(=O)OC.COC(=O)OC" de_lowest_kj_mol=1004.5 homo_lumo_gap_ev=10.6
C 0.95 -2.49 0.27
O 0.68 -2.61 -1.07
C 1.28 -1.92 -2.03
O 2.18 -1.14 -1.73
O 0.85 -2.16 -3.25
C 1.34 -1.42 -4.22
H 2.17 -2.27 0.52
H 0.78 -3.29 0.91
H 0.55 -1.57 0.62
H 2.52 -1.61 -4.11
H 0.98 -0.37 -4.16
H 1.31 -1.77 -5.20
C 4.77 0.73 3.82
O 3.38 0.51 3.38
C 2.39 1.39 3.61
O 2.47 2.45 4.19
O 1.39 0.94 3.15
C 0.14 1.69 3.09
H 5.45 0.48 3.14
H 4.88 0.16 4.85
H 5.07 1.85 4.17
H 0.22 2.53 2.39
H -0.18 1.70 4.04
H -0.62 1.15 2.60
C 5.13 4.09 -1.68
O 4.57 5.35 -1.68
C 3.52 5.61 -2.46
O 2.77 4.84 -3.07
O 3.15 6.84 -2.29
C 1.91 7.38 -2.59
H 4.53 3.27 -1.84
H 5.47 3.66 -0.93
H 5.90 4.05 -2.47
H 1.27 6.99 -1.99
H 1.61 7.36 -3.68
H 1.93 8.47 -2.28
C -2.48 -5.31 1.55
O -2.56 -4.59 0.42
C -2.30 -4.98 -0.76
O -1.95 -6.06 -0.98
O -2.35 -4.05 -1.65
C -1.78 -4.28 -2.94
H -3.12 -6.26 1.45
H -2.94 -4.67 2.38
H -1.45 -5.46 1.99
H -0.94 -4.80 -2.74
H -1.66 -3.39 -3.44
H -2.39 -4.89 -3.50
C 1.29 1.91 -0.48
O 0.60 1.43 -1.66
C -0.48 0.69 -1.37
O -0.84 0.51 -0.21
O -1.12 0.12 -2.28
C -2.13 -0.87 -1.90
H 0.60 2.54 0.16
H 2.01 2.67 -0.84
H 1.65 1.11 0.27
H -2.89 -0.55 -1.18
H -1.81 -1.68 -1.42
H -2.63 -1.39 -2.83
C -5.09 0.43 0.42
O -4.44 -0.69 1.16
C -4.66 -0.89 2.50
O -5.44 -0.01 3.09
O -4.01 -1.81 3.13
C -3.93 -1.81 4.55
H -5.82 0.12 -0.21
H -4.41 0.73 -0.33
H -5.52 1.21 1.12
H -3.67 -2.88 4.71
H -4.83 -1.80 4.96
H -3.25 -1.23 4.84


No. 5
49
Properties=species:S:1:pos:R:3 method="wB97M-V/def2-TZVPD" lumo_ev=0.570 smiles="CCCc1nnc(SCC(=O)N2CCCC2)n1C[C@@H]1CCCO1" de_lowest_kj_mol=204.0 homo_lumo_gap_ev=9.1
C -0.48 5.84 -1.11
C -0.29 4.38 -1.51
C -0.69 3.44 -0.36
C -0.50 2.02 -0.76
N -1.41 1.28 -1.32
N -0.86 0.08 -1.61
C 0.38 0.12 -1.22
S 1.54 -1.17 -1.41
C 0.62 -2.25 -2.55
C 0.44 -3.66 -2.01
O 0.95 -4.61 -2.58
N -0.31 -3.81 -0.90
C -0.99 -2.79 -0.13
C -2.02 -3.58 0.67
C -1.29 -4.89 0.94
C -0.55 -5.14 -0.37
N 0.68 1.33 -0.66
C 1.93 1.73 -0.07
C 1.98 1.54 1.46
C 1.63 0.12 1.93
C 0.17 0.25 2.36
C 0.14 1.68 2.88
O 1.05 2.42 2.08
H 0.14 6.08 -0.25
H -0.19 6.49 -1.93
H -1.52 6.03 -0.85
H -0.91 4.15 -2.38
H 0.75 4.21 -1.79
H -0.09 3.66 0.52
H -1.74 3.59 -0.12
H 1.19 -2.31 -3.47
H -0.34 -1.75 -2.72
H -1.44 -2.03 -0.77
H -0.28 -2.30 0.55
H -2.32 -3.06 1.57
H -2.91 -3.76 0.05
H -1.97 -5.71 1.18
H -0.59 -4.77 1.76
H 0.40 -5.67 -0.24
H -1.15 -5.71 -1.08
H 2.09 2.79 -0.29
H 2.72 1.13 -0.53
H 2.99 1.83 1.77
H 2.25 -0.14 2.79
H 1.79 -0.61 1.15
H -0.50 0.14 1.50
H -0.12 -0.47 3.12
H 0.46 1.72 3.93
H -0.85 2.16 2.80


No. 6
13
Properties=species:S:1:pos:R:3 method="wB97M-V/def2-TZVPD" lumo_ev=0.922 smiles="C=C[C@@H](S)CF" de_lowest_kj_mol=181.1 homo_lumo_gap_ev=10.0
C -1.76 0.65 0.94
C -0.89 0.32 0.00
C 0.63 0.02 0.18
S 0.84 -1.34 1.27
C 1.43 -0.07 -1.17
F 0.79 -1.03 -1.88
H -1.40 0.91 1.88
H -2.81 0.70 0.82
H -1.42 0.13 -1.03
H 1.09 0.96 0.71
H -0.44 -1.72 1.08
H 1.53 0.92 -1.83
H 2.42 -0.44 -0.96


No. 7
18
Properties=species:S:1:pos:R:3 method="wB97M-V/def2-TZVPD" lumo_ev=0.930 de_lowest_kj_mol=437.7 homo_lumo_gap_ev=9.2
C -1.62 0.88 0.89
C -1.08 0.57 -0.40
C 1.89 0.68 -0.74
C 1.14 -1.15 0.82
C 0.87 -0.40 -0.48
N -2.10 -0.21 0.23
S -3.72 -0.36 -0.37
H -1.09 0.74 1.81
H -2.21 1.80 0.95
H -1.31 1.05 -1.42
H 2.85 0.26 -0.89
H 1.75 1.43 0.15
H 1.49 1.09 -1.66
H 1.01 -2.23 0.76
H 0.64 -0.59 1.60
H 2.19 -1.10 1.17
H 0.73 -1.11 -1.20
H -3.73 -1.77 -0.22